C38H32I2N7O2SeY | ωB97M-V/def2-TZVPD

CARTESIAN COORDINATES (ANGSTROEM)
Y 0.0158 -0.1506 0.1263
O 1.3157 -4.2795 0.7646
C 1.1210 -3.1340 0.3720
N 0.4787 -2.1303 0.9831
C 0.1005 -2.1898 2.3242
C -0.2424 -3.3450 3.0203
C -0.6019 -3.2670 4.3545
C -0.6301 -2.0426 5.0067
C -0.2914 -0.8800 4.3410
C 0.0791 -0.9298 2.9993
N 0.4772 0.1392 2.2173
C 0.7739 1.3656 2.6649
O 0.5624 1.8733 3.7612
C 1.5289 2.1476 1.6087
C 2.1871 3.3050 2.0027
C 2.9393 4.0088 1.0808
C 3.0063 3.5327 -0.2195
C 2.3181 2.3744 -0.5331
N 1.5885 1.6851 0.3482
C 1.7144 -2.7107 -0.9593
C 2.3167 -3.6869 -1.7486
C 2.9406 -3.3185 -2.9258
C 2.9659 -1.9726 -3.2609
C 2.3553 -1.0648 -2.4148
N 1.7165 -1.4100 -1.2943
H -0.2027 -4.2933 2.5082
H -0.8656 -4.1675 4.8907
H -0.9244 -1.9904 6.0455
H -0.2960 0.0739 4.8464
H 2.0886 3.6133 3.0318
H 3.4669 4.9049 1.3725
H 3.5666 4.0467 -0.9839
H 2.3372 1.9945 -1.5466
H 2.2827 -4.7074 -1.3985
H 3.4044 -4.0605 -3.5573
H 3.4482 -1.6224 -4.1588
H 2.3660 -0.0093 -2.6637
C -0.6214 6.0258 0.4131
C -0.2184 5.1454 -0.5804
C -0.4901 3.7989 -0.4558
C -1.1897 3.3129 0.6535
C -1.5970 4.2129 1.6521
C -1.2970 5.5511 1.5319
N -1.4577 1.9513 0.7471
N -2.3812 1.7034 1.6112
C -2.7267 0.4153 1.8686
C -3.5467 0.2084 2.9864
C -3.8996 -1.0785 3.3297
C -3.4495 -2.1207 2.5306
C -2.6731 -1.8222 1.4267
N -2.3049 -0.5957 1.0773
H -0.4131 7.0801 0.3123
H 0.2980 5.4915 -1.4625
H -0.2002 3.1167 -1.2340
H -2.1236 3.8281 2.5105
H -1.5970 6.2363 2.3091
H -3.8599 1.0685 3.5563
H -4.5078 -1.2766 4.1976
H -3.6911 -3.1471 2.7513
H -2.3477 -2.6244 0.7820
C -2.3699 -6.4414 -5.4371
C -1.9679 -5.2831 -4.5813
C -1.9537 -5.3591 -3.2019
C -1.6942 -4.2515 -2.4089
C -1.7375 -4.4530 -0.9244
C -1.4550 -3.0121 -3.0193
Se -1.6137 -1.4675 -1.8061
C -1.3773 -2.9283 -4.4183
C -1.0586 -1.6833 -5.1864
C -1.6273 -4.0707 -5.1598
H -2.5531 -7.3303 -4.8384
H -1.5958 -6.6632 -6.1698
H -3.2829 -6.1946 -5.9799
H -2.1839 -6.2980 -2.7177
H -1.4980 -5.4844 -0.6707
H -2.7393 -4.2422 -0.5376
H -1.0112 -3.8207 -0.4137
H -0.0448 -1.3341 -4.9831
H -1.7552 -0.8815 -4.9497
H -1.1315 -1.8830 -6.2529
H -1.5995 -4.0009 -6.2366
I -0.6124 0.6371 -2.7463
I 0.5682 3.0704 -3.9770

Its multiplicity is 1. The value obtained for the LUMO energy is -1.9 eV. As for the energy above the lowest of the compared OMol25 structures with the same formula, charge and spin: 84.0 kJ/mol. The total energy is -137047.643 eV. The orbital gap is 5.64 eV. The highest occupied orbital energy comes out at -7.5 eV.

---

C38H32N11O2ReS | ωB97M-V/def2-TZVPD

CARTESIAN COORDINATES (ANGSTROEM)
Re -0.4848 0.7958 -1.0622
C -0.5066 3.5202 3.9387
N -0.6185 3.1942 2.4809
C -0.3759 2.0582 1.8562
N -0.5650 2.2302 0.5383
C -0.9232 3.5532 0.4422
N -0.9642 4.1540 1.5944
C -0.9480 2.3704 4.7974
C -2.1349 2.4075 5.5189
C -2.5141 1.3088 6.2843
C -1.7473 0.1540 6.2923
C -0.5641 0.1134 5.5594
C -0.1491 1.2373 4.8590
C 0.2201 -1.1173 5.4411
N 0.0872 -2.2505 6.0211
N 1.0294 -3.1076 5.4233
C 1.6365 -2.4073 4.5393
O 1.1877 -1.1232 4.4822
C 2.6430 -2.7958 3.5493
C 3.0833 -4.1136 3.4473
C 3.9782 -4.4556 2.4476
C 4.4228 -3.5009 1.5371
C 3.9957 -2.1844 1.6508
C 4.5094 -1.1206 0.7160
N 3.4092 -0.2307 0.2656
C 2.1702 -0.5485 -0.0470
N 1.5056 0.5714 -0.3784
C 2.4497 1.5598 -0.2374
N 3.6067 1.0996 0.1383
C 3.1198 -1.8353 2.6688
H -1.1171 4.4100 4.0657
H 0.5360 3.7857 4.1140
H -0.0903 1.1402 2.3422
H -1.1260 4.0569 -0.4904
H -2.7562 3.2945 5.5038
H -3.4234 1.3502 6.8680
H -2.0562 -0.7161 6.8564
H 0.8213 1.2237 4.3753
H 2.7179 -4.8542 4.1461
H 4.3288 -5.4754 2.3677
H 5.1167 -3.7847 0.7546
H 4.9766 -1.5464 -0.1712
H 5.2230 -0.4501 1.1930
H 1.7803 -1.5519 -0.0158
H 2.2621 2.6049 -0.4242
H 2.8065 -0.8053 2.7917
C -4.4010 2.9825 -1.0071
S -3.5426 1.7030 -0.1251
C -4.7970 0.4498 -0.0887
O -2.5344 1.1561 -1.1993
H -4.6475 2.6128 -2.0018
H -3.7654 3.8635 -1.0564
H -5.3033 3.2191 -0.4414
H -5.5806 0.7984 0.5859
H -4.3507 -0.4552 0.3187
H -5.1881 0.2920 -1.0924
N 6.2649 -3.6679 -3.3685
C 5.2560 -3.1243 -3.3025
C 3.9849 -2.4601 -3.1831
C 3.9136 -1.0725 -3.2988
C 2.7011 -0.4314 -3.1170
C 1.5556 -1.1787 -2.8427
C 1.6228 -2.5702 -2.7625
C 2.8386 -3.2102 -2.9263
C 0.2995 -0.5038 -2.5539
C -0.9271 -0.2492 -2.7986
H 4.8079 -0.5044 -3.5167
H 2.6497 0.6478 -3.1898
H 0.7354 -3.1528 -2.5491
H 2.9069 -4.2871 -2.8534
N -3.4978 -1.4213 -4.9147
C -2.6441 -1.5784 -3.9173
N -1.9560 -0.4501 -3.7324
C -2.3894 0.4947 -4.6798
C -1.9764 1.7970 -4.9348
C -2.6129 2.4365 -5.9786
C -3.6151 1.8055 -6.7401
C -4.0149 0.5106 -6.4885
C -3.3733 -0.1309 -5.4336
H -4.1076 -2.1501 -5.2611
H -2.5108 -2.4825 -3.3458
H -1.1859 2.2740 -4.3720
H -2.3263 3.4477 -6.2332
H -4.0742 2.3492 -7.5541
H -4.7731 0.0225 -7.0851

Its multiplicity is 4. The value obtained for the LUMO energy (spin up / spin down) is -8.1 / -10.4 eV. Its charge is +3. As for the energy above the lowest of the compared OMol25 structures with the same formula, charge and spin: 66.5 kJ/mol. The total energy is -73349.913 eV. The expectation value of S² is 3.7713. The orbital gap (spin up / spin down) is 6.83 / 4.47 eV. The highest occupied orbital energy (spin up / spin down) comes out at -14.9 / -14.9 eV.

---

C38H33Cl2N4O2PSSe2W | ωB97M-V/def2-TZVPD

CARTESIAN COORDINATES (ANGSTROEM)
W -0.2587 0.3340 1.0935
N -2.2409 3.6657 2.5985
C -1.3264 2.7597 2.3196
O -1.6733 1.7039 1.7280
C 0.1099 2.9493 2.6661
C 0.8119 1.6030 2.5161
H -3.1845 3.5327 2.2683
H -1.9959 4.5276 3.0564
H 0.1963 3.3784 3.6674
H 0.5028 3.6850 1.9586
H 0.8029 1.1120 3.4875
H 1.8525 1.7410 2.2148
Cl -2.7973 2.8938 -0.7535
C -1.4948 3.5222 -1.7268
C -1.9113 4.3801 -2.7373
C -0.9888 5.0223 -3.5352
C 0.3583 4.8235 -3.2924
C 0.7601 3.9612 -2.2899
Cl 2.4705 3.8419 -2.0368
C -0.1462 3.2346 -1.4802
S 0.6665 2.1554 -0.3171
H -2.9716 4.5433 -2.8679
H -1.3138 5.6916 -4.3192
H 1.1133 5.3396 -3.8679
O 0.2966 -1.0085 3.6806
N 0.9165 -1.0679 2.4271
C 1.9578 -1.8170 2.4219
C 2.8209 -2.2774 1.3547
C 3.8836 -3.0815 1.7927
C 4.7466 -3.6720 0.8912
C 4.5410 -3.4816 -0.4665
C 3.4917 -2.6897 -0.9071
C 2.6275 -2.0680 -0.0125
P 1.2741 -1.0593 -0.6998
C 2.1973 -0.1091 -1.9485
C 1.6961 0.1688 -3.2195
C 2.4738 0.8439 -4.1489
C 3.7592 1.2466 -3.8214
C 4.2559 0.9965 -2.5506
C 3.4792 0.3305 -1.6180
C 0.3265 -2.3447 -1.5807
C 0.6384 -2.7988 -2.8613
C -0.0921 -3.8315 -3.4316
C -1.1271 -4.4321 -2.7299
C -1.4256 -4.0063 -1.4427
C -0.7028 -2.9688 -0.8775
H 0.8875 -1.3945 4.3479
H 2.2331 -2.2391 3.3886
H 4.0264 -3.2469 2.8534
H 5.5654 -4.2842 1.2423
H 5.1985 -3.9484 -1.1877
H 3.3567 -2.5448 -1.9706
H 0.7104 -0.1660 -3.5146
H 2.0764 1.0394 -5.1360
H 4.3696 1.7606 -4.5516
H 5.2520 1.3213 -2.2812
H 3.8921 0.1433 -0.6341
H 1.4522 -2.3634 -3.4243
H 0.1558 -4.1719 -4.4282
H -1.6926 -5.2364 -3.1809
H -2.2169 -4.4840 -0.8799
H -0.9376 -2.6527 0.1319
Se -3.9819 -0.5682 1.2487
Se -2.0186 -1.3571 2.2494
C -2.5042 -0.7711 4.0421
C -2.9722 -1.7524 4.8978
C -3.3295 -1.3522 6.1807
C -3.1973 -0.0180 6.5223
C -2.7127 0.8715 5.5724
N -2.3660 0.5042 4.3389
C -3.1700 -0.3953 -0.4656
C -4.0181 -0.5931 -1.5460
C -3.5484 -0.3628 -2.8255
C -2.2338 0.0454 -2.9792
C -1.4538 0.1906 -1.8543
N -1.8882 -0.0255 -0.5986
H -3.0594 -2.7823 4.5811
H -3.7079 -2.0737 6.8921
H -3.4657 0.3390 7.5065
H -2.5991 1.9222 5.8111
H -5.0318 -0.9299 -1.3791
H -4.1977 -0.5003 -3.6797
H -1.8111 0.2571 -3.9512
H -0.4387 0.5457 -1.9416

Its multiplicity is 3. The value obtained for the LUMO energy (spin up / spin down) is -5.7 / -6.2 eV. Its charge is +2. As for the energy above the lowest of the compared OMol25 structures with the same formula, charge and spin: 70.4 kJ/mol. The total energy is -227670.506 eV. The expectation value of S² is 2.0213. The orbital gap (spin up / spin down) is 6.51 / 6.28 eV. The highest occupied orbital energy (spin up / spin down) comes out at -12.2 / -12.5 eV.

---

C38H33CoFN9O3 | ωB97M-V/def2-TZVPD

CARTESIAN COORDINATES (ANGSTROEM)
Co -2.6944 1.2091 0.8596
N -1.8903 -2.3947 4.3616
C -1.4869 -1.6030 3.3805
N -2.3545 -1.0766 2.5260
C -3.7756 -1.1547 2.8234
N -4.6476 -0.3259 2.4108
N -4.2987 0.7622 1.6710
C -5.2943 1.6014 1.4238
C -4.9286 2.8258 0.8067
C -5.8380 3.8209 0.4274
C -5.3674 4.9635 -0.1748
C -3.9941 5.1052 -0.3909
C -3.1532 4.0917 0.0133
N -3.5902 2.9804 0.6124
C -4.1761 -2.2380 3.7079
C -5.5026 -2.6611 3.8301
C -5.8307 -3.6636 4.7175
C -4.8440 -4.2606 5.5053
C -3.5307 -3.8544 5.3980
C -3.2051 -2.8496 4.4953
H -1.1880 -2.7518 4.9882
H 0.0278 -0.2897 2.8064
H -6.3017 1.3601 1.7371
H -6.8951 3.6626 0.6018
H -6.0547 5.7434 -0.4804
H -3.5875 5.9808 -0.8800
H -2.0812 4.1647 -0.1380
H -6.2537 -2.1793 3.2188
H -6.8599 -3.9893 4.8015
H -5.1015 -5.0484 6.2012
H -2.7579 -4.3125 6.0073
F 3.8161 0.5401 1.2781
C 3.1073 0.7407 0.1476
C 1.8056 1.1295 0.2554
C 1.0489 1.3823 -0.8838
C -0.3825 1.6361 -0.7637
O -0.8699 1.8281 0.3655
C -1.1217 1.5927 -1.9841
C -0.4403 1.6436 -3.1588
N 0.9106 1.5558 -3.2768
C 1.5943 1.7825 -4.5344
C 0.8914 1.6407 -5.8405
C 1.9361 0.6362 -5.4492
C 1.6625 1.2902 -2.1400
C 2.9872 0.8534 -2.2285
C 3.7173 0.5376 -1.0943
N 5.0026 -0.0471 -1.2350
C 5.5651 -0.8327 -0.1389
C 6.6862 -1.7225 -0.7222
N 6.5312 -1.7245 -2.2146
C 6.8420 -0.3688 -2.7780
C 6.0405 0.6699 -1.9589
C -2.6420 1.4419 -2.0821
O -3.1558 1.8005 -3.1394
O -3.1944 0.8425 -1.1041
H 1.3561 1.2454 1.2334
H -1.0184 1.7379 -4.0676
H 2.3227 2.5789 -4.4524
H 1.1258 2.3690 -6.6033
H -0.1371 1.3092 -5.8542
H 2.8964 0.6502 -5.9504
H 1.5847 -0.3464 -5.1592
H 3.4327 0.7034 -3.2042
H 4.7876 -1.4532 0.2924
H 5.9849 -0.2139 0.6561
H 6.6101 -2.7433 -0.3591
H 7.6800 -1.3425 -0.5036
H 5.5423 -1.9042 -2.4023
H 7.0930 -2.4472 -2.6558
H 6.5593 -0.3747 -3.8276
H 7.9143 -0.2110 -2.7031
H 5.5987 1.4027 -2.6253
H 6.7047 1.2060 -1.2716
N 2.5852 -4.1268 0.3556
C 1.7447 -3.4857 0.8153
C 0.7119 -2.6245 1.3513
C 0.8352 -2.2831 2.6755
C -0.0380 -1.2479 3.3268
C -1.9807 -0.4709 1.2787
C -1.1755 -1.1467 0.3651
C -0.1968 -2.1482 0.3595
H 1.6385 -2.7088 3.2590
H 0.2971 -1.0929 4.3519
H -1.3711 -0.7707 -0.6390
H 0.0296 -2.5270 -0.6301

Its multiplicity is 2. The value obtained for the LUMO energy (spin up / spin down) is -2.8 / -2.8 eV. Its charge is +1. As for the energy above the lowest of the compared OMol25 structures with the same formula, charge and spin: 302.1 kJ/mol. The total energy is -99829.768 eV. The expectation value of S² is 0.7800. The orbital gap (spin up / spin down) is 4.35 / 4.28 eV. The highest occupied orbital energy (spin up / spin down) comes out at -7.1 / -7.1 eV.

---

C38H33CrN2O3S | ωB97M-V/def2-TZVPD

CARTESIAN COORDINATES (ANGSTROEM)
O -2.6685 1.5513 7.6090
C -2.8852 1.0999 6.5579
Cr -3.2411 0.5667 4.7648
C -2.0467 1.9300 4.2374
O -1.3156 2.7831 3.9244
C -4.5610 1.9500 4.7962
O -5.2602 2.8785 4.8783
C -4.3473 -1.2694 5.0891
C -3.0003 -1.5079 5.3907
C -2.0008 -1.1160 4.4901
C -2.3148 -0.6826 3.1793
C -1.2640 -0.3410 2.2411
C -0.3591 0.1763 1.5840
C 0.7264 0.8111 0.9441
C 0.4010 2.0293 0.2128
C -0.9707 2.3722 0.0759
C -1.3710 3.6990 -0.0677
C -0.4075 4.7057 -0.2137
C 0.9396 4.3479 -0.3435
C 1.3210 3.0110 -0.2371
C 2.0466 0.4986 1.5118
C 2.1762 -0.6472 2.3496
C 3.4176 -1.1354 2.7587
C 4.5813 -0.4234 2.4432
C 4.4678 0.8068 1.7835
C 3.2162 1.2875 1.3938
C -3.6736 -0.3676 2.9332
C -4.6855 -0.7424 3.8351
H -5.1208 -1.4787 5.8363
H -2.7240 -1.9724 6.3405
H -0.9476 -1.1700 4.7743
H -1.7296 1.5936 0.1738
H -2.4360 3.9418 -0.0412
H -0.7147 5.7501 -0.2936
H 1.6970 5.1157 -0.5206
H 2.3360 2.7351 -0.5115
H 1.2767 -1.1633 2.6917
H 3.4654 -2.0673 3.3279
H 5.5598 -0.8279 2.7021
H 5.3613 1.4049 1.5903
H 3.1552 2.3091 1.0409
H -3.9261 0.1661 2.0123
H -5.7348 -0.5915 3.5673
C -1.0487 -3.9488 -1.1303
C -0.4487 -2.5611 -0.8881
C -1.6020 -1.5549 -0.8306
C 0.3845 -2.6329 0.3819
C 0.5286 -2.1126 -1.9918
C -0.0183 -2.4323 -3.3604
C 0.9480 -2.0073 -4.4282
N 1.3654 -0.6348 -4.1484
C 1.8397 0.2011 -5.1634
C 2.1236 1.4781 -4.6777
C 2.6019 2.4541 -5.5493
C 2.7969 2.1243 -6.8990
C 2.5033 0.8381 -7.3755
C 2.0154 -0.1433 -6.5054
S 1.8186 1.5863 -2.9687
C 1.2972 -0.0931 -2.8831
N 0.8866 -0.6827 -1.7998
H -0.2702 -4.7092 -1.2623
H -1.6491 -4.2346 -0.2584
H -1.7123 -3.9696 -2.0008
H -1.2158 -0.5326 -0.7739
H -2.2143 -1.6406 -1.7386
H -2.2330 -1.7312 0.0471
H 0.9914 -1.7362 0.5099
H -0.2395 -2.7427 1.2739
H 1.0732 -3.4870 0.3203
H 1.4596 -2.7080 -1.8817
H -0.1706 -3.5118 -3.4477
H -0.9935 -1.9431 -3.5020
H 1.8269 -2.6757 -4.4442
H 0.4689 -2.0282 -5.4110
H 2.8192 3.4454 -5.1584
H 3.1855 2.8717 -7.5900
H 2.6606 0.5912 -8.4247
H 1.7828 -1.1534 -6.8526

Its multiplicity is 4. The value obtained for the LUMO energy (spin up / spin down) is -5.0 / -8.3 eV. Its charge is +2. The total energy is -88303.065 eV. The expectation value of S² is 3.8685. The orbital gap (spin up / spin down) is 6.56 / 5.01 eV. The highest occupied orbital energy (spin up / spin down) comes out at -11.6 / -13.3 eV.

---

C38H33F2N3O2P2Pt | ωB97M-V/def2-TZVPD

CARTESIAN COORDINATES (ANGSTROEM)
Pt 0.8685 1.0435 0.1204
C -1.7921 -2.6026 0.0309
N -1.0942 -1.2934 0.0509
P -1.8875 0.1496 0.0197
C -2.1413 0.7718 -1.6276
C -1.5669 1.9429 -2.1297
C -1.8049 2.3089 -3.4463
C -2.6122 1.5193 -4.2518
C -3.1947 0.3614 -3.7505
C -2.9596 -0.0191 -2.4411
C -3.4777 -0.1188 0.7900
C -4.5508 0.6880 0.3997
C -5.7682 0.5846 1.0549
C -5.9177 -0.3161 2.1009
C -4.8504 -1.1128 2.5010
C -3.6335 -1.0171 1.8506
P 0.6269 -1.1815 -0.1218
C 1.4192 -2.1393 1.1715
C 1.0818 -3.4803 1.3831
C 1.7005 -4.2006 2.3931
C 2.6792 -3.5999 3.1756
C 3.0461 -2.2810 2.9458
C 2.4159 -1.5484 1.9498
C 0.9388 -2.0510 -1.6603
C 1.9036 -3.0544 -1.7555
C 2.1245 -3.6812 -2.9742
C 1.3932 -3.3084 -4.0921
C 0.4395 -2.2987 -4.0024
C 0.2149 -1.6671 -2.7928
H -2.8408 -2.4755 -0.2197
H -1.7139 -3.1081 0.9909
H -1.3260 -3.2095 -0.7440
H -0.9498 2.5650 -1.5074
H -1.3634 3.2140 -3.8409
H -2.7979 1.8118 -5.2770
H -3.8370 -0.2415 -4.3788
H -3.4232 -0.9200 -2.0541
H -4.4384 1.3959 -0.4118
H -6.5989 1.2058 0.7479
H -6.8702 -0.4003 2.6075
H -4.9712 -1.8132 3.3172
H -2.8070 -1.6429 2.1720
H 0.3575 -3.9762 0.7486
H 1.4332 -5.2366 2.5574
H 3.1705 -4.1690 3.9544
H 3.8313 -1.8251 3.5362
H 2.7095 -0.5261 1.7605
H 2.4936 -3.3375 -0.8938
H 2.8735 -4.4582 -3.0487
H 1.5706 -3.7997 -5.0400
H -0.1217 -2.0010 -4.8791
H -0.5179 -0.8687 -2.7342
F 5.3687 -0.7354 -2.2014
C 4.7578 0.2067 -1.4841
C 3.3919 0.0789 -1.2665
C 2.7418 1.0406 -0.5222
C 3.4413 2.1736 -0.0517
C 4.8119 2.2152 -0.2781
F 5.5337 3.2431 0.1842
C 5.4972 1.2467 -0.9805
C 2.6525 3.2796 0.4889
C 3.1172 4.5374 0.8538
C 2.2145 5.5226 1.2143
C 0.8542 5.2609 1.1985
C 0.4468 3.9935 0.8488
N 1.3214 3.0293 0.5283
H 2.8953 -0.7578 -1.7102
H 6.5633 1.3261 -1.1409
H 4.1724 4.7505 0.8437
H 2.5787 6.5026 1.4937
H 0.1222 6.0156 1.4482
H -0.5996 3.7318 0.8073
N -0.1160 0.1541 2.8716
C -1.2416 0.9346 3.2939
C -1.7358 1.8014 2.1828
O -2.3976 2.7625 2.2236
O -1.3017 1.4036 0.8115
H -0.1325 -0.7805 3.2566
H 0.7664 0.5758 3.1305
H -1.1002 1.6080 4.1441
H -2.0877 0.2976 3.5567

Its multiplicity is 1. The value obtained for the LUMO energy is -5.4 eV. Its charge is +2. As for the energy above the lowest of the compared OMol25 structures with the same formula, charge and spin: 7.5 kJ/mol. The total energy is -75755.391 eV. The orbital gap is 8.14 eV. The highest occupied orbital energy comes out at -13.6 eV.